No. 1
Density functional theory data (ωB97M-V with the def2-TZVPD basis set) for a molecular structure, C38H33AlNO20 at a distorted geometry.

The geometry in XYZ format:
```
93
Properties=species:S:1:pos:R:3:forces:R:3:mulliken_charge:R:1
C -3.49116 4.71788 0.59928 -0.054 0.480 0.169 -0.98
C -4.38980 5.81004 1.22416 0.046 -0.004 -0.838 -0.56
C -4.77725 6.90877 0.19426 -0.364 -0.311 0.637 -0.86
Al -6.59894 7.65115 0.68166 0.311 0.088 0.240 0.02
C -7.91294 6.11289 0.40122 -0.036 -0.582 -0.359 0.04
C -9.28018 6.17807 0.71068 -0.037 0.482 0.148 -0.37
C -10.16009 5.11725 0.54690 0.529 0.069 0.039 -0.27
N -9.77268 3.92657 0.07682 -0.269 0.313 0.076 -0.65
C -8.48822 3.84945 -0.24875 0.775 -0.642 -0.326 -0.39
C -7.53575 4.85432 -0.12036 -0.648 0.729 0.390 0.02
H -3.77570 4.56536 -0.44500 -0.056 -0.230 0.060 0.32
H -3.52230 3.77088 1.14668 0.084 0.037 -0.016 0.02
H -2.46143 5.08849 0.58780 0.041 -0.184 -0.058 0.43
H -5.31862 5.36198 1.59238 0.179 -0.134 0.263 0.34
H -3.84620 6.24462 2.06504 -0.291 0.036 0.160 0.41
H -4.01665 7.69396 0.15787 0.073 -0.114 -0.285 0.46
H -4.87438 6.40559 -0.77694 0.220 0.309 -0.156 0.28
H -7.01232 8.99483 -0.12281 -0.121 -0.023 -0.176 -0.33
H -6.59222 7.98154 2.27701 -0.066 -0.016 0.085 -0.28
H -9.67868 7.11348 1.09983 -0.048 -0.079 0.023 0.30
H -11.20139 5.23976 0.83057 -0.042 -0.148 -0.083 0.34
H -8.15465 2.88934 -0.64983 -0.162 0.016 0.031 0.37
H -6.50884 4.67668 -0.42298 -0.026 -0.138 -0.044 0.39
C -2.78278 -0.47640 1.47615 -0.019 0.073 0.081 -0.66
C -2.47795 -1.35642 0.51798 0.027 -0.076 0.292 -0.19
C -3.09691 -1.29166 -0.84792 -0.356 0.319 -0.256 1.06
O -2.74245 -2.12937 -1.66505 0.166 -0.119 0.301 -0.61
C -4.06860 -0.25641 -1.12015 0.132 -0.241 -0.106 -0.90
C -4.38425 0.63282 -0.16320 -0.233 0.155 -0.346 0.28
C -3.74789 0.58294 1.20170 0.209 -0.145 0.158 1.04
O -4.07235 1.42439 2.01009 -0.127 0.035 0.019 -0.62
O -5.26249 1.60197 -0.35272 0.211 -0.164 0.281 -0.50
O -1.60237 -2.35360 0.69640 -0.255 0.311 -0.166 -0.58
H -2.34321 -0.51312 2.46355 0.003 0.001 -0.007 0.51
H -4.51521 -0.22960 -2.10397 -0.007 0.050 0.005 0.50
H -5.30733 2.11839 0.47725 -0.032 0.111 -0.047 0.26
H -1.57256 -2.83340 -0.15366 0.067 -0.049 -0.031 0.31
C 2.93326 0.19518 1.57438 0.251 0.101 0.017 -1.17
C 1.89944 -0.64722 1.43940 -0.172 0.435 -0.044 0.17
C 2.07922 -2.13680 1.49597 0.296 -0.274 0.014 1.26
O 1.08174 -2.82045 1.38352 0.101 -0.083 -0.008 -0.58
C 3.42253 -2.66538 1.67256 -0.173 -0.138 0.226 -0.89
C 4.45025 -1.82501 1.79922 0.045 -0.412 0.133 0.23
C 4.26783 -0.33809 1.77482 -0.383 0.351 -0.130 1.22
O 5.26260 0.35316 1.92734 0.172 -0.157 0.098 -0.65
O 5.71595 -2.23796 1.96702 -0.133 0.297 -0.152 -0.69
O 0.64945 -0.24406 1.25095 0.160 -0.264 0.042 -0.50
H 2.81701 1.26921 1.54178 -0.027 -0.005 0.004 0.47
H 3.54369 -3.73899 1.69013 0.026 0.002 -0.030 0.45
H 6.26220 -1.42902 2.04982 0.048 -0.010 0.144 0.33
H 0.10765 -1.05935 1.18757 -0.074 -0.040 -0.021 0.24
C -2.58752 -3.60809 -7.51871 -0.036 -0.212 -0.007 -1.06
C -2.35997 -2.34068 -7.15350 0.024 -0.032 -0.388 0.37
C -2.40392 -1.90946 -5.71328 -0.095 -0.185 0.437 1.05
O -2.16638 -0.74173 -5.46694 0.033 0.084 -0.219 -0.64
C -2.72832 -2.90144 -4.70042 0.046 0.216 0.063 -0.98
C -2.95877 -4.16745 -5.07009 -0.023 0.094 0.334 0.08
C -2.89075 -4.60576 -6.50494 0.062 0.145 -0.395 0.96
O -3.09572 -5.78006 -6.75648 -0.042 -0.069 0.185 -0.64
O -3.26271 -5.13194 -4.20076 0.038 -0.004 -0.239 -0.57
O -2.07869 -1.37487 -8.02432 -0.013 -0.013 0.239 -0.57
H -2.55653 -3.93018 -8.54994 0.009 0.019 -0.004 0.41
H -2.77274 -2.57424 -3.66601 -0.008 -0.092 -0.187 0.91
H -3.37522 -5.94218 -4.73176 -0.004 -0.038 -0.018 0.36
H -1.95971 -0.56445 -7.49216 0.005 0.038 0.029 0.37
C 8.77842 -1.51285 6.00046 -0.035 0.020 -0.188 -1.09
C 8.63232 -1.66789 7.32191 0.368 -0.016 -0.119 0.30
C 7.28210 -1.63713 7.98172 -0.469 0.064 -0.091 1.10
O 7.23581 -1.80482 9.18630 0.222 -0.018 0.053 -0.62
C 6.11381 -1.40470 7.15052 0.060 -0.049 0.203 -0.93
C 6.25822 -1.24488 5.82814 -0.352 0.051 0.115 0.22
C 7.60746 -1.30491 5.16432 0.445 -0.049 0.077 1.03
O 7.66238 -1.17466 3.95555 -0.217 0.049 -0.040 -0.53
O 5.23203 -1.02118 5.01563 0.260 -0.046 -0.032 -0.52
O 9.65841 -1.86191 8.14591 -0.234 0.009 0.037 -0.58
H 9.74440 -1.53726 5.51646 0.006 -0.007 0.016 0.44
H 5.14954 -1.36552 7.63689 -0.014 0.002 -0.029 0.45
H 5.61002 -0.93436 4.12041 -0.008 0.083 -0.040 0.38
H 9.27118 -1.94459 9.03842 -0.016 -0.009 0.040 0.36
C 4.68781 -3.21976 -3.12881 -0.059 0.040 0.194 -1.18
C 5.39877 -3.48282 -4.23272 -0.377 -0.042 -0.043 0.37
C 6.89628 -3.34867 -4.26451 0.370 0.132 0.270 1.08
O 7.46938 -3.62435 -5.30217 -0.173 -0.049 -0.136 -0.62
C 7.57426 -2.89920 -3.06059 0.041 -0.055 -0.205 -0.97
C 6.86338 -2.63448 -1.95631 0.404 0.039 0.077 0.38
C 5.36847 -2.78696 -1.92055 -0.386 -0.091 -0.268 0.80
O 4.79573 -2.53499 -0.87541 0.214 0.059 -0.221 -0.23
O 7.41870 -2.22903 -0.81990 -0.277 -0.040 -0.086 -0.58
O 4.84283 -3.87873 -5.37342 0.235 0.034 0.067 -0.57
H 3.61134 -3.31229 -3.09558 0.002 -0.011 -0.021 0.47
H 8.64927 -2.79506 -3.09696 0.000 0.001 0.028 0.44
H 6.68746 -2.13386 -0.17768 0.007 -0.062 0.092 0.33
H 5.57918 -3.99858 -6.00306 0.026 -0.010 -0.032 0.36
```
Forces are in eV/Å.

## Properties
Net charge = -1
LUMO = -0.71 eV
E_tot = -3269.84447 hartree
Frontier orbital gap = 4.3 eV

No. 2
Density functional theory data (ωB97M-V with the def2-TZVPD basis set) for a molecular structure, C38H33AuBrCl2NO6 at a distorted geometry.

The geometry in XYZ format:
```
82
Properties=species:S:1:pos:R:3:forces:R:3:mulliken_charge:R:1
Au 1.78082 0.19896 0.36926 -1.963 -0.411 0.567 1.45
C -3.24107 -2.76211 -1.64892 0.250 0.442 0.183 -1.55
C -3.25201 -1.38210 -1.00800 -0.680 -0.079 -0.257 1.26
C -4.69518 -0.90064 -0.78746 0.513 -0.083 0.076 -1.78
O -2.53012 -1.41690 0.19517 0.136 -0.418 0.063 -0.42
C -2.07569 -0.10570 0.42427 0.115 0.527 0.371 -0.32
C -1.88496 0.47073 -1.00158 0.780 0.674 0.299 -0.43
O -2.56390 -0.43683 -1.82346 -0.310 -0.600 -0.335 -0.36
C -0.43014 0.78400 -1.59038 -1.725 -1.532 -0.830 2.84
O 0.36883 1.32248 -0.63950 2.413 0.393 1.883 -1.52
C 0.17588 -0.44973 -2.25664 0.168 0.203 -0.212 -0.11
C -0.04120 -1.73546 -1.78830 0.137 -0.149 0.031 -0.76
C 0.46457 -2.82109 -2.48780 0.046 0.054 0.047 -1.41
C 1.23940 -2.63097 -3.61537 0.064 -0.137 -0.041 -0.96
C 1.51238 -1.34599 -4.04827 0.128 0.076 -0.116 -0.87
C 0.97030 -0.26256 -3.38533 -0.028 -0.247 0.006 -0.70
C -0.68591 1.82122 -2.69091 0.496 0.245 0.196 -0.69
C -1.58418 1.54614 -3.71632 -0.022 0.062 0.059 -0.14
C -1.74814 2.45526 -4.74462 -0.049 -0.005 0.031 -1.03
C -1.01753 3.63349 -4.75542 0.059 0.124 -0.068 -0.59
C -0.11079 3.89792 -3.74279 -0.039 0.114 -0.084 -0.97
C 0.05135 2.99711 -2.70550 -0.100 -0.253 0.123 0.04
C -0.94500 -0.14502 1.50355 -1.780 1.404 -0.302 3.12
O 0.10628 -0.91963 1.13700 2.385 -0.438 -1.013 -0.56
C -1.63774 -0.72774 2.75186 0.342 -0.333 0.034 0.05
C -1.20039 -1.92958 3.28393 0.046 0.106 -0.137 -0.49
C -1.79227 -2.44269 4.42580 -0.005 -0.083 0.068 -0.89
C -2.83620 -1.76748 5.03229 0.012 -0.116 0.092 -0.56
C -3.27936 -0.56925 4.49953 -0.045 0.088 -0.051 -1.04
C -2.67817 -0.04231 3.37140 0.023 -0.044 -0.035 -0.30
C -0.52758 1.26363 1.92100 0.111 0.317 0.497 -0.55
C 0.45995 1.35227 2.90371 -0.309 0.023 -0.109 -0.16
C 0.82632 2.57437 3.43327 0.061 0.174 0.077 -0.74
C 0.21205 3.73521 2.98965 0.081 -0.028 0.126 -0.90
C -0.75276 3.65937 2.00235 -0.085 0.087 0.014 -1.03
C -1.12108 2.43774 1.46845 0.001 -0.225 0.233 0.01
H -3.68194 -3.47185 -0.95746 -0.120 -0.115 0.068 0.42
H -2.22283 -3.05995 -1.86886 0.071 -0.065 -0.027 0.26
H -3.81018 -2.74462 -2.57088 -0.119 -0.013 -0.138 0.36
H -5.16629 -1.53900 -0.04700 -0.165 -0.076 0.070 0.37
H -5.23966 -0.95131 -1.72551 -0.080 0.013 -0.067 0.43
H -4.70895 0.12681 -0.43285 -0.032 0.100 0.045 0.34
H -2.89611 0.46620 0.88675 0.172 -0.042 -0.121 0.37
H -2.39258 1.44559 -1.04737 -0.003 -0.170 0.095 0.96
H -0.56777 -1.90463 -0.86095 -0.106 0.053 -0.093 1.44
H 0.28067 -3.82194 -2.12490 -0.092 -0.153 0.022 0.66
H 1.64477 -3.48015 -4.14245 0.044 -0.127 -0.103 0.40
H 2.14072 -1.18046 -4.91168 0.032 -0.008 -0.108 0.50
H 1.15096 0.73043 -3.76367 0.019 0.052 0.018 0.52
H -2.14402 0.62284 -3.70257 0.011 -0.012 -0.083 0.50
H -2.44347 2.23723 -5.54277 -0.055 0.020 -0.055 0.43
H -1.15785 4.34663 -5.55218 0.018 0.080 -0.144 0.41
H 0.48202 4.80053 -3.75861 -0.007 0.132 -0.023 0.45
H 0.75228 3.17452 -1.90251 0.051 0.081 -0.025 0.46
H -0.38870 -2.44434 2.78951 0.017 -0.080 0.037 0.28
H -1.43233 -3.37177 4.84238 0.005 -0.108 0.041 0.44
H -3.30040 -2.16651 5.92131 -0.039 -0.057 0.089 0.40
H -4.09071 -0.03410 4.97021 -0.064 0.057 0.056 0.43
H -3.01222 0.91532 2.99255 0.032 0.022 -0.016 0.34
H 0.90911 0.44566 3.28820 0.018 -0.113 0.040 0.57
H 1.57759 2.62037 4.20784 0.111 0.002 0.010 0.47
H 0.47235 4.68980 3.42435 0.064 0.043 -0.015 0.41
H -1.24333 4.55640 1.65372 0.002 0.091 -0.068 0.51
H -1.87516 2.42240 0.70039 -0.103 -0.034 -0.088 0.23
Br 2.39529 -3.18120 -0.03191 -0.010 0.044 -0.014 0.00
C 3.36078 -2.32592 1.32144 -0.048 -0.843 -0.251 0.19
C 4.15466 -3.08285 2.16596 -0.015 0.245 -0.048 -0.72
C 4.86499 -2.41993 3.15204 -0.140 0.167 -0.120 -0.40
C 4.75854 -1.04052 3.24319 -0.057 -0.056 -0.185 -0.73
C 3.95288 -0.36868 2.33621 0.422 0.801 0.506 0.68
N 3.26971 -1.00921 1.39403 -1.076 0.434 -0.114 0.20
C 3.83849 1.17932 2.33659 0.544 -1.133 0.757 0.28
O 4.36204 1.75412 3.26991 0.092 0.258 0.141 -0.71
O 3.23352 1.65895 1.34659 -0.867 0.489 -1.584 -0.67
H 4.20250 -4.15136 2.03155 -0.007 -0.034 0.019 0.48
H 5.49169 -2.97896 3.82853 0.078 -0.021 0.113 0.43
H 5.29111 -0.46928 3.98648 -0.031 0.145 0.003 0.58
Cl 4.03107 -0.03324 -1.53807 0.422 -0.060 -0.257 -0.01
C 4.88417 0.71307 -2.92286 -0.113 0.034 0.042 -0.53
Cl 3.79702 1.72407 -3.87292 0.106 0.076 -0.043 -0.11
H 5.25274 -0.09168 -3.55670 -0.048 0.119 0.169 0.35
H 5.68612 1.33708 -2.53096 -0.160 -0.169 -0.033 0.37
```
Forces are in eV/Å.

## Properties
Net charge = 0
LUMO (alpha / beta) = -2.78 / -2.78 eV
E_tot = -5604.02194 hartree
Frontier orbital gap (alpha / beta) = 5.7 / 5.7 eV

Question: The lowest E_tot belongs to which entry?
Answer: C38H33AuBrCl2NO6

Question: Look up the net charge of the second one.
Answer: 0